Density functional theory data (ωB97M-V with the def2-TZVPD basis set) for a molecular structure, C48H42BrGeIrN4O2S2Se.

Values from the calculation:
- Orbital gap (alpha / beta): 5.02 / 5.00 eV
- E_HOMO (alpha / beta): -4.1 / -4.1 eV
- Net charge: -1
- Energy relative to the best compared isomer or geometry (same formula, charge and spin): 37.59 kcal/mol
- <S²>: 0.753
- LUMO energy (alpha / beta): 0.877 / 0.876 eV
- Multiplicity: 2
- E: -276928.1134 eV

Cartesian coordinates (Å):
Ir -0.16 1.13 0.48
Br -0.94 -1.21 -4.88
Se -2.78 -3.15 2.60
Ge 1.60 -1.69 -0.70
S -1.96 2.77 0.14
S 2.53 -0.23 1.87
O -1.24 -0.14 -2.06
O 0.13 1.54 -1.49
N -4.42 -2.60 2.40
N 0.73 3.29 1.43
N -0.44 0.71 2.67
N -2.64 -0.11 1.99
C -1.06 4.26 0.09
C -1.91 0.78 2.89
C -0.51 1.25 -6.15
C -0.48 1.41 -3.73
C -2.00 -4.79 -0.45
C 1.37 -1.04 2.91
C 2.15 -2.46 -3.44
C -1.28 -4.46 0.69
C 0.29 6.74 0.04
C -0.28 -3.49 0.63
C 4.17 -4.81 0.71
C -4.02 -0.12 2.06
C -4.80 -1.31 2.16
C 2.49 -2.31 -4.78
C 1.83 -2.22 3.50
C 2.59 0.06 -4.48
C 5.56 -2.99 -0.01
C 2.18 3.30 1.52
C -0.25 2.60 -6.26
C 2.00 -1.36 -2.60
C 0.10 -0.53 3.27
C -6.87 0.00 2.00
C 0.22 1.85 3.41
C 0.04 -2.87 -0.58
C 2.70 -1.04 -5.30
C -0.58 0.85 -2.33
C -0.93 6.59 -0.60
C -0.69 -3.21 -1.71
C 1.57 -0.02 0.35
C -1.71 -4.16 -1.65
C -0.10 -2.36 4.87
C 5.44 -4.27 0.53
C -0.22 2.78 -3.87
C -0.59 -1.20 4.27
C -0.64 0.66 -4.90
C 2.24 -0.10 -3.14
C 4.43 -2.27 -0.35
C 3.15 -2.80 -0.17
C 3.04 -4.08 0.36
C -1.59 5.38 -0.57
C -6.22 -1.20 2.09
C -6.09 1.17 1.98
C 0.07 3.20 2.74
C -4.72 1.11 2.01
C 0.84 5.65 0.70
C 0.19 4.42 0.71
C -0.11 3.37 -5.12
C 1.11 -2.88 4.47
H 2.95 -0.92 -6.35
H 2.79 -2.60 3.16
H 0.81 7.69 0.03
H 4.06 -5.81 1.12
H -2.28 -4.40 -2.54
H 0.09 4.43 -5.19
H 0.25 -3.24 1.54
H -0.49 -2.72 -2.65
H 1.27 1.58 3.50
H -0.70 -2.84 5.64
H -1.51 -4.95 1.63
H 4.55 -1.28 -0.78
H 2.58 -3.19 -5.41
H -4.14 2.02 1.92
H -0.98 3.43 2.58
H 1.79 5.76 1.20
H -2.15 0.50 3.92
H -0.62 0.63 -7.03
H 1.49 -3.80 4.90
H -1.54 -0.84 4.63
H -0.11 3.36 -2.97
H 2.74 1.06 -4.88
H 2.53 2.32 1.85
H -6.56 2.14 1.92
H 0.47 3.97 3.43
H 2.56 4.05 2.23
H 2.07 -4.53 0.51
H 2.00 -3.46 -3.05
H -2.54 5.26 -1.08
H -2.23 1.80 2.74
H 2.14 0.78 -2.52
H 6.32 -4.84 0.80
H -7.95 0.05 1.96
H -0.19 1.89 4.42
H -2.78 -5.54 -0.40
H 2.59 3.50 0.53
H -2.29 -1.06 2.06
H -6.76 -2.13 2.12
H -0.16 3.05 -7.25
H -1.37 7.43 -1.13
H 6.54 -2.56 -0.16
H 2.24 0.63 -0.23

Atomic partial charges in e from the Löwdin method, atoms 1 to 99: 0.955 0.867 0.965 0.956 0.636 0.874 -0.006 -0.276 -0.379 -0.220 -0.179 0.048 -0.602 -0.232 -0.149 -0.151 -0.100 -0.476 -0.135 -0.261 -0.115 -0.162 -0.102 -0.185 -0.342 -0.119 -0.119 -0.094 -0.098 -0.089 -0.098 -0.258 -0.218 -0.102 -0.147 -0.243 -0.113 -0.662 -0.117 -0.105 -0.766 -0.071 -0.107 -0.111 -0.010 -0.084 -0.580 -0.106 -0.121 -0.275 -0.105 -0.132 -0.043 -0.074 -0.186 -0.031 -0.047 -0.276 -0.082 -0.085 0.097 0.097 0.088 0.094 0.101 0.098 0.085 0.027 0.095 0.103 0.020 0.103 0.097 0.070 0.090 0.096 0.109 0.088 0.104 0.092 0.116 0.105 0.015 0.103 0.133 0.085 0.086 0.104 0.092 0.074 0.092 0.092 0.095 0.134 0.101 0.104 -0.014 0.106 0.096

***

Density functional theory data (ωB97M-V with the def2-TZVPD basis set) for a molecular structure, C48H42NP2Y.

Values from the calculation:
- Orbital gap: 6.03 eV
- E_HOMO: -12.2 eV
- Net charge: +2
- Energy relative to the best compared isomer or geometry (same formula, charge and spin): 0.00 kcal/mol
- LUMO energy: -6.203 eV
- Multiplicity: 1
- E: -71553.6037 eV

Cartesian coordinates (Å):
Y 1.17 -0.10 1.05
P 0.33 1.86 -0.85
P 0.11 -1.85 -0.56
N -0.37 0.10 2.75
C 3.46 -4.12 -1.65
C -3.15 -4.79 0.70
C 3.84 -3.11 0.50
C -0.16 5.18 2.41
C 0.12 3.24 0.41
C 2.60 -2.51 0.47
C 1.87 2.26 -1.72
C 1.74 -2.74 -0.66
C -1.98 2.42 -4.24
C 4.19 1.72 -2.17
C 1.47 -2.86 4.07
C 4.32 -3.91 -0.53
C -1.17 -3.05 -0.09
C -1.08 1.00 5.00
C -0.31 -1.56 -2.29
C 0.51 -1.08 -4.48
C -3.45 1.62 -2.43
C 2.02 3.47 -2.41
C -0.15 -1.18 3.38
C 4.34 2.93 -2.87
C -1.58 -1.73 -2.83
C -0.77 -1.19 -5.04
C -2.29 3.11 5.05
C -3.24 2.05 -3.75
C -1.15 -1.93 4.04
C -2.23 -2.57 0.69
C -0.88 2.34 -3.37
C -1.60 2.07 5.71
C -1.05 1.95 -2.03
C -1.16 0.95 3.59
C 1.22 -1.61 3.51
C -1.07 -4.39 -0.46
C -1.86 -1.49 -4.17
C -2.08 -5.27 -0.10
C 2.98 1.37 -1.61
C -2.33 1.58 -1.59
C -0.99 5.20 1.30
C -2.53 2.97 3.68
C -3.21 -3.45 1.11
C 0.83 4.21 2.50
C 0.73 -1.21 -3.15
C -0.86 4.25 0.28
C 3.24 3.81 -3.00
C 0.46 -3.68 4.56
C -0.85 -3.17 4.59
C 2.17 -3.56 -1.72
C -1.98 1.92 2.95
C 0.99 3.25 1.52
H 5.05 1.04 -2.06
H -4.44 1.31 -2.06
H -1.83 2.76 -5.29
H -0.57 0.20 5.56
H 0.94 1.46 -5.03
H 2.50 -3.21 4.13
H -4.09 2.07 -4.44
H 0.11 2.64 -3.76
H 3.35 4.76 -3.54
H 1.18 4.17 -2.50
H -2.17 -1.53 4.10
H 1.53 -3.75 -2.58
H 1.86 2.53 1.57
H 1.49 4.17 3.35
H -0.20 -4.76 -1.06
H -1.64 -3.77 5.06
H 0.68 -4.67 4.99
H 3.82 -4.76 -2.47
H -1.75 5.96 1.20
H 4.46 -2.92 1.38
H -2.37 -2.14 -2.17
H -3.94 -5.50 1.01
H -2.25 -1.52 0.98
H 5.31 -4.35 -0.50
H -2.63 3.99 5.61
H -0.31 5.88 3.22
H -2.04 -6.33 -0.41
H -2.47 1.25 -0.54
H 2.03 -0.89 3.32
H 2.23 -1.99 1.38
H -0.96 -1.03 -6.11
H -2.88 -1.58 -4.54
H 1.56 1.23 -4.67
H -1.46 2.14 6.79
H -3.14 3.75 3.21
H 2.90 0.40 -1.08
H -4.01 -3.10 1.74
H 5.30 3.21 -3.29
H -1.48 4.30 -0.64
H 1.50 -0.89 -4.97
H -2.11 1.87 1.88
H 1.78 -1.12 -2.85

Population analysis type Löwdin, resulting atomic charges in e: 1.331 1.011 1.002 -0.111 -0.017 -0.038 -0.073 -0.054 -0.354 -0.171 -0.381 -0.338 -0.055 -0.072 -0.087 -0.021 -0.386 -0.035 -0.376 -0.133 -0.056 -0.096 -0.341 -0.029 -0.078 -0.034 -0.078 -0.058 -0.035 -0.118 -0.113 -0.068 -0.375 -0.299 -0.134 -0.074 -0.037 -0.045 -0.142 -0.114 -0.056 -0.090 -0.066 -0.064 -0.158 -0.065 -0.038 -0.061 -0.046 -0.070 -0.045 -0.138 0.120 0.124 0.129 0.119 0.082 0.120 0.115 0.051 0.128 0.124 0.132 0.123 0.089 0.114 0.119 0.127 0.125 0.123 0.117 0.123 0.119 0.120 0.098 0.124 0.116 0.124 0.122 0.101 0.093 0.013 0.122 0.121 0.078 0.110 0.109 0.058 0.113 0.116 0.123 0.115 0.080 0.099

***

Density functional theory data (ωB97M-V with the def2-TZVPD basis set) for a molecular structure, C48H43N4O2STeTi.

Values from the calculation:
- Orbital gap: 6.68 eV
- E_HOMO: -9.7 eV
- Net charge: +1
- Energy relative to the best compared isomer or geometry (same formula, charge and spin): 10.58 kcal/mol
- LUMO energy: -3.058 eV
- Multiplicity: 1
- E: -101769.5932 eV

Cartesian coordinates (Å):
Te -2.64 0.48 2.37
Ti 0.06 -0.22 0.55
S 0.19 2.43 1.48
O -1.54 0.38 -0.58
O 0.47 0.89 -1.13
N -2.05 3.44 0.42
N -0.34 4.91 0.83
N 0.92 1.83 -3.61
N 0.87 -0.37 2.51
C -1.39 -2.97 0.18
C -5.91 -1.57 4.35
C 2.30 -0.25 2.78
C 4.57 -0.77 2.35
C -5.12 -0.61 3.73
C -2.02 -4.10 -0.45
C -0.85 -2.02 0.72
C -2.06 -5.33 0.19
C 3.16 2.14 -4.42
C -3.15 -5.05 -2.35
C 3.23 -0.90 1.97
C -1.00 2.86 -4.66
C -4.29 -3.26 3.82
C 2.34 1.51 -7.01
C -0.65 1.60 6.69
C -3.49 -2.32 3.20
C 5.54 2.41 -5.21
C -2.64 1.97 -2.61
C -1.27 1.70 -2.57
C -1.82 2.29 4.70
C -0.78 0.98 -1.41
C -3.90 -0.99 3.17
C 1.55 -1.88 -1.29
C 4.00 0.62 4.22
C 3.74 -2.61 0.23
C 3.53 -3.19 -1.01
C 1.73 -1.31 -0.03
C -1.83 0.97 4.24
C 2.86 -1.63 0.72
C -1.23 2.60 5.92
C -3.20 2.68 -3.65
C 3.56 2.45 -3.00
C -1.25 -0.03 5.02
C 3.67 1.81 -6.75
C 4.95 -0.03 3.45
C 4.09 2.11 -5.46
C 1.41 1.51 -5.99
C -2.65 -6.42 -0.43
C -2.57 -3.96 -1.73
C -0.41 2.11 -3.62
C -0.81 3.66 0.87
C -2.35 3.13 -4.66
C -5.49 -2.89 4.41
C 1.82 1.85 -4.70
C -0.66 0.29 6.24
C 2.45 -2.80 -1.79
C -3.19 -6.28 -1.70
C 2.67 0.51 3.88
H -2.63 4.19 0.08
H 1.28 1.48 -2.74
H 4.58 2.80 -2.94
H -2.57 -2.61 2.71
H 4.39 1.80 -7.55
H -1.23 3.62 6.27
H -2.54 -3.00 -2.22
H 5.97 1.75 -4.46
H -6.10 -3.63 4.90
H 6.12 2.29 -6.13
H -2.68 -7.37 0.07
H 5.33 -1.23 1.73
H -3.65 -7.13 -2.19
H 2.03 1.25 -8.02
H -2.76 3.72 -5.48
H -0.89 5.68 0.51
H 6.00 0.04 3.70
H -1.62 -5.43 1.18
H -2.28 3.07 4.11
H -3.58 -4.94 -3.33
H 0.39 1.23 -6.18
H 1.90 1.01 4.47
H -3.97 -4.30 3.85
H 2.30 -3.23 -2.78
H -0.20 1.84 7.64
H 0.69 -1.62 -1.90
H 0.36 0.21 3.17
H -0.38 3.24 -5.45
H -6.85 -1.28 4.79
H 4.30 1.21 5.08
H 4.58 -2.92 0.82
H -3.26 1.60 -1.80
H 3.47 1.57 -2.35
H -5.45 0.42 3.68
H 4.23 -3.93 -1.37
H 5.69 3.44 -4.86
H -2.46 2.53 0.54
H -0.22 -0.50 6.84
H 0.56 -1.33 2.67
H 2.91 3.23 -2.58
H 0.61 5.07 1.13
H -1.27 -1.06 4.69
H -4.26 2.88 -3.68

Atomic partial charges in e from the Löwdin method, atoms 1 to 99: 1.515 0.883 0.714 -0.188 -0.145 0.136 0.118 0.121 -0.014 -0.067 -0.074 -0.220 -0.016 -0.136 -0.244 -0.121 -0.033 -0.161 -0.073 -0.108 -0.014 -0.071 -0.071 -0.075 -0.137 -0.049 -0.034 -0.073 -0.142 -0.545 -0.517 -0.106 -0.063 -0.032 -0.059 -0.164 -0.530 -0.162 -0.072 -0.079 -0.025 -0.155 -0.048 -0.062 -0.224 -0.039 -0.074 -0.030 -0.157 -0.844 -0.057 -0.072 -0.189 -0.076 -0.061 -0.076 -0.020 0.129 0.103 0.068 0.070 0.110 0.109 0.116 0.085 0.109 0.076 0.107 0.111 0.107 0.107 0.113 0.121 0.111 0.115 0.094 0.107 0.112 0.113 0.108 0.110 0.109 0.106 0.032 0.113 0.109 0.110 0.110 0.116 0.090 0.095 0.110 0.087 0.002 0.112 0.110 0.089 0.104 0.101

***

- Which formula does entry 3 have?
  C48H43N4O2STeTi